a:
Below is a cluster of 12 separate species, C6H32O12 in total, with properties calculated with wB97M-V/def2-TZVPD.

Output
HOMO: -8.95 eV
Frontier orbital gap: 0.333 Ha
Charge: 0
LUMO energy: 0.121 eV

Element x y z (Å)
C 2.29597 1.68039 0.36088
C 2.17651 0.25088 -0.21582
C -1.80383 -2.30788 -0.70352
C -0.79758 -2.24526 0.16127
O -0.76146 -2.62779 1.47129
C 0.51612 -1.64548 -0.24849
C 0.90994 -0.44934 0.16527
H 2.39405 2.47095 -0.38830
H 1.38904 1.93035 0.91173
H 3.18896 1.75888 0.97242
H 3.02809 -0.30137 0.18656
H 2.25813 0.21858 -1.30199
H -2.79680 -2.69018 -0.52588
H -1.56485 -1.93664 -1.68754
H -1.54210 -3.11998 1.75478
H 0.96952 -2.42387 -0.85501
H 0.22748 0.04522 0.85215
H -2.69272 -0.11430 -0.24632
H -4.09561 0.07518 0.40392
O -3.15324 0.08154 0.60257
H -2.20531 0.00283 2.18926
H -2.11803 0.74639 3.58831
O -1.79276 0.00807 3.06978
H 2.98243 -2.00512 -1.99694
H 3.05988 -2.65830 -0.65330
O 3.38051 -2.77292 -1.56676
H -2.01599 2.98584 1.44978
H -3.04197 2.26526 0.54744
O -2.39704 2.97894 0.55474
H -0.38230 3.44229 -1.60546
H -1.78388 3.28644 -1.00401
O -1.30518 3.35116 -1.86537
H -2.26181 1.36413 -2.02605
H -0.87504 1.12146 -1.54246
O -1.71930 0.66412 -1.63440
H -0.20244 3.14458 2.98821
H -0.45434 1.65289 2.96368
O -0.90197 2.50555 2.81287
H 1.00525 -0.55596 4.23099
H 0.23756 -0.61499 2.99479
O 0.85843 -0.01869 3.44266
H -0.94798 -0.41174 -3.21381
H -1.27420 -0.45959 -4.67643
O -0.57459 -0.71113 -4.05780
H 1.49918 0.61849 -4.01292
H 2.50086 -0.51222 -3.97441
O 2.25319 0.29523 -3.50652
H 2.19896 -3.28168 1.67112
H 3.12926 -2.16756 1.88246
O 3.00301 -2.91364 1.28059

b:
Below is a cluster of 12 separate species, C6H32O12 in total, with properties calculated with wB97M-V/def2-TZVPD.

Output
HOMO: -8.87 eV
Frontier orbital gap: 0.321 Ha
Charge: 0
LUMO energy: -0.145 eV

Element x y z (Å)
C 3.26481 -0.56342 -1.36567
C 3.14897 0.91821 -1.54841
C 2.46236 1.71128 -0.44459
C 1.62369 1.14824 0.42274
C 0.59606 1.96862 1.11584
C -0.65066 2.11004 0.62029
O -1.40807 3.08736 1.18802
H 4.08393 -0.86171 -0.64511
H 3.43085 -1.08483 -2.34298
H 2.38120 -1.13644 -1.05772
H 2.89658 1.21056 -2.58870
H 4.28066 1.26231 -1.54151
H 2.60319 2.80859 -0.42682
H 1.43234 0.12186 0.69035
H 0.87526 2.64285 1.96432
H -1.19207 1.72422 -0.28315
H -2.34534 2.97182 0.99905
H 3.24130 1.41932 2.05925
H 3.73145 2.75096 2.54099
O 3.49162 1.87987 2.87743
H 3.13613 -3.38850 2.43320
H 1.90599 -2.99884 3.26500
O 2.22466 -3.63589 2.62112
H -2.12665 -1.27294 1.70414
H -2.91142 -1.67301 2.91521
O -2.79753 -0.91983 2.31851
H -1.09275 2.41806 -2.77984
H 0.01130 2.40570 -1.92151
O -0.16466 2.73744 -2.81727
H -2.96114 0.41858 -1.14449
H -1.81578 0.08621 -2.21444
O -2.12398 0.70420 -1.54265
H -5.01225 0.63477 0.04675
H -4.55041 -0.41244 0.95554
O -4.55166 -0.21699 0.00422
H -2.45258 -3.17328 -0.38960
H -0.98614 -3.69658 -0.27644
O -1.83695 -3.84985 -0.69316
H 0.00767 -0.91823 0.63488
H -1.17987 -0.20134 0.59333
O -0.89984 -1.11414 0.35970
H 0.21436 -2.22563 -1.21763
H -1.17923 -2.56075 -1.90422
O -0.33992 -2.05457 -1.98117
H -1.76180 0.62048 -3.69241
H -0.95196 1.51202 -4.53614
O -1.89175 1.30760 -4.34278
H -1.03688 -0.98237 4.14718
H -0.05960 -2.08646 3.80531
O -0.76349 -1.55312 3.41603

According to the calculations, the structures order from most to least stable as a, b.

a:
Below is a cluster of 2 separate species, C5H14O in total, with properties calculated with wB97M-V/def2-TZVPD.

Output
HOMO: -10.38 eV
Frontier orbital gap: 0.409 Ha
Charge: 0
LUMO energy: 0.764 eV

Element x y z (Å)
C 1.34793 -1.88450 0.56522
C -1.92081 1.21316 -1.57873
C -0.12949 -1.40108 0.72041
C -1.65620 0.18530 -0.42371
C -0.22770 -0.20744 -0.26443
H 2.06374 -1.12215 0.91601
H 1.62090 -2.17683 -0.46271
H 1.43043 -2.77074 1.21666
H -1.43656 2.17652 -1.34627
H -3.01353 1.36278 -1.59181
H -1.59788 0.89031 -2.58277
H -0.79916 -2.24937 0.48082
H -0.47138 -0.96229 1.67750
H -2.30834 -0.69859 -0.56118
H -2.02557 0.74207 0.45891
H 0.22326 0.73094 0.11177
H 0.18242 -0.39637 -1.27515
O 3.11833 2.02895 1.01301
H 2.41383 2.71329 0.95294
H 3.18580 1.82608 1.97351

b:
Below is a cluster of 2 separate species, C5H14O in total, with properties calculated with wB97M-V/def2-TZVPD.

Output
HOMO: -10.32 eV
Frontier orbital gap: 0.410 Ha
Charge: 0
LUMO energy: 0.835 eV

Element x y z (Å)
C 0.38079 1.90927 -2.47238
C 0.40330 0.38033 -2.55912
C -0.97229 -0.28445 -2.48945
H -0.63843 2.27807 -2.32285
H 0.86366 2.37538 -3.32471
H 0.76601 2.23484 -1.49747
H 1.16901 -0.03192 -1.92191
H 0.72757 0.07204 -3.55365
H -0.88646 -1.34189 -2.72507
H -1.30930 -0.26986 -1.47246
H -1.73763 0.26398 -3.03244
C 0.47579 -0.93210 2.81786
O -0.41965 -1.77270 2.09769
C 0.18783 0.55344 2.64385
H 0.27764 -1.18096 3.85896
H 1.50032 -1.16014 2.52382
H -0.55684 -1.36990 1.23678
H -0.70071 0.81360 3.21373
H 1.01208 1.11084 3.09813
H 0.10304 0.87406 1.60402

c:
Below is a cluster of 2 separate species, C5H14O in total, with properties calculated with wB97M-V/def2-TZVPD.

Output
HOMO: -10.14 eV
Frontier orbital gap: 0.408 Ha
Charge: 0
LUMO energy: 0.965 eV

Element x y z (Å)
C -1.13464 -1.62903 -1.82301
C -1.51653 -1.72376 -0.31209
C 0.38632 -1.56716 -2.01114
H -1.50219 -2.46953 -2.40020
H -1.51130 -0.67455 -2.15822
H -0.60683 -1.70212 0.28926
H -1.75650 -2.76889 -0.08199
H 0.89122 -2.09392 -2.82040
H 0.72218 -0.51921 -2.10479
H -2.25966 -0.98629 -0.11447
H 1.02354 -1.74987 -1.13123
C 0.63888 1.30511 1.71045
C 0.42298 2.79099 1.41016
O 2.06896 0.96665 1.66222
H 0.44199 1.14332 2.77281
H 0.15316 0.54352 1.11046
H -0.01631 2.99019 0.42728
H 2.51395 1.69773 2.07899
H 1.37382 3.31331 1.40025
H -0.33302 3.13351 2.09566

According to the calculations, the structures order from most to least stable as a, b, c.

a:
Below is the molecule C2H3N3S2, with properties calculated with wB97M-V/def2-TZVPD.

Output
HOMO: -7.48 eV
Frontier orbital gap: 0.262 Ha
Charge: 0
LUMO energy: -0.356 eV

Element x y z (Å)
C 1.07137 -0.65024 2.20362
C -0.06348 -0.02599 0.10594
N 2.17185 1.11777 1.22490
N 1.81382 0.36653 2.24610
N -0.83102 -0.93534 -0.38836
S 0.22554 -1.86775 2.75086
S 0.97833 1.08803 -0.45039
H 2.59381 1.99585 1.47805
H -0.90738 -1.79699 0.19290
H -1.23991 -1.07992 -1.36373

b:
Below is the molecule C2H3N3S2, with properties calculated with wB97M-V/def2-TZVPD.

Output
HOMO: -8.24 eV
Frontier orbital gap: 0.304 Ha
Charge: 0
LUMO energy: 0.042 eV

Element x y z (Å)
C 0.86254 -0.41748 -1.20540
C 0.70745 -0.17104 0.22795
H 0.06425 -0.03796 2.52917
H -2.16927 0.63644 -1.06113
H 1.79741 -0.61727 -1.71527
N -0.55864 0.31725 0.39007
N -1.23518 0.13376 -0.78362
N -0.24173 -0.15367 -1.72459
S -1.18394 0.35302 2.02612
S 1.95711 -0.04305 1.31669

c:
Below is the molecule C2H3N3S2, with properties calculated with wB97M-V/def2-TZVPD.

Output
HOMO: -8.21 eV
Frontier orbital gap: 0.293 Ha
Charge: 0
LUMO energy: -0.224 eV

Element x y z (Å)
C -0.43577 -0.00149 -1.36356
C 0.70128 -0.89712 0.24702
H -2.52112 2.11908 0.40507
H -1.01552 0.10070 -2.27720
H -0.60587 0.07868 1.64258
N -0.83811 0.63200 -0.26024
N 0.39529 -0.96722 -1.11923
N -0.02787 0.10910 0.70809
S -1.34627 2.27191 -0.34311
S 1.71154 -1.97965 1.06989

d:
Below is the molecule C2H3N3S2, with properties calculated with wB97M-V/def2-TZVPD.

Output
HOMO: -9.59 eV
Frontier orbital gap: 0.330 Ha
Charge: 0
LUMO energy: -0.618 eV

Element x y z (Å)
C 0.98358 -0.41489 0.70294
C -0.31070 -0.31392 -0.01041
N 1.75465 0.58738 0.50652
N 0.03281 1.20354 -0.72104
N 1.13360 1.48405 -0.33683
S -1.82937 -0.21345 0.97233
S -0.36864 -1.50898 -1.37220
H 1.28010 -1.25976 1.29799
H -1.74162 1.09933 1.19447
H -0.93442 -0.66332 -2.23378

According to the calculations, the structures order from most to least stable as c, d, b, a.